Record 1
{
  "formula": "C6H19N2O",
  "method": "ωB97M-V/def2-TZVPD",
  "total_charge": 1,
  "lumo_energy_ev": -2.784,
  "homo_ev": -13.35,
  "e_above_lowest_kj_mol": 89.8,
  "gap_ev": 10.57,
  "elements": ["N", "C", "C", "C", "C", "C", "N", "C", "H", "H", "H", "H", "H", "H", "H", "H", "H", "H", "H", "H", "H", "H", "H", "H", "H", "H", "H", "O"],
  "positions_angstrom": [[-0.11606, -0.10475, -1.44897], [0.79372, -0.37505, -0.32294], [1.55624, 0.99845, 0.06072], [0.56050, 2.12890, 0.25033], [2.41167, 0.68949, 1.27764], [-0.00132, -1.01408, 0.83343], [-1.28505, -1.55006, 0.32101], [-1.49465, -2.96814, 0.65152], [0.40877, -0.08285, -2.32310], [-0.63754, 0.79217, -1.36588], [-0.93503, -0.78257, -1.40218], [1.54267, -1.02867, -0.75245], [2.19299, 1.22840, -0.82017], [0.77936, 2.93297, -0.46085], [0.66218, 2.58619, 1.24924], [-0.49571, 1.90285, 0.32023], [2.41730, 1.65178, 1.81107], [3.46648, 0.42953, 1.21198], [1.92501, -0.05359, 1.91010], [0.70114, -1.70597, 1.28617], [-0.15688, -0.19955, 1.54804], [-2.05551, -1.00720, 0.68480], [-2.48940, -3.28771, 0.30841], [-0.90119, -3.61965, -0.04417], [-1.29075, -3.11979, 1.73648], [-2.24077, 2.09985, -2.84087], [-3.04200, 1.92385, -1.61698], [-2.27614, 1.53519, -2.06261]],
  "forces_ev_per_a": [[-1.219, 0.526, -0.413], [1.029, 1.582, -0.147], [-0.398, -2.457, -1.379], [0.477, 1.210, 1.192], [-0.069, 1.303, 1.098], [-0.243, 1.116, -0.782], [0.672, -0.345, 0.334], [0.145, -0.581, -0.848], [-0.423, -0.192, -0.048], [0.424, -0.163, -0.080], [0.990, -0.091, -0.050], [0.143, -0.443, 0.263], [-0.266, -0.073, 0.531], [-0.524, -0.157, 0.064], [0.432, -0.048, -0.321], [-0.373, -0.420, -0.720], [0.204, -0.510, 0.395], [-0.131, -0.249, -0.803], [0.170, 0.224, 0.181], [-0.590, -0.600, 0.208], [-0.298, -0.276, 0.154], [0.037, 0.006, 0.200], [-0.070, 0.424, 0.795], [0.237, 0.642, 1.083], [-0.307, -0.513, -0.892], [0.304, -0.076, -0.350], [0.076, -0.318, 0.291], [-0.429, 0.481, 0.044]]
}


Record 2
{
  "formula": "CH5NO2S",
  "method": "ωB97M-V/def2-TZVPD",
  "lumo_energy_ev": 0.660,
  "homo_ev": -9.35,
  "e_above_lowest_kj_mol": 336.3,
  "gap_ev": 10.01,
  "elements": ["C", "N", "O", "O", "S", "H", "H", "H", "H", "H"],
  "positions_angstrom": [[0.85355, 0.52166, -0.79813], [-1.50566, -1.12262, 1.18499], [-0.23676, 0.81799, -1.62003], [0.58729, 0.38045, 0.51997], [-0.00852, -1.03828, 1.23577], [1.66377, 1.35213, -0.87485], [-0.89259, 1.56868, -1.28336], [1.23423, -0.39072, -1.22095], [-1.85654, -1.77346, 0.38264], [0.16124, -0.31583, 2.47392]],
  "forces_ev_per_a": [[1.336, 1.661, -1.413], [-2.774, -1.454, -1.805], [-2.604, 1.996, 0.582], [-0.357, 0.651, 2.045], [1.673, 1.037, 0.932], [-1.223, -1.270, 0.139], [2.574, -2.340, -0.602], [0.420, -0.546, -0.323], [1.103, 1.353, 1.960], [-0.149, -1.088, -1.515]]
}


Record 3
{
  "formula": "C3H7NOS2",
  "method": "ωB97M-V/def2-TZVPD",
  "lumo_energy_ev": 0.606,
  "homo_ev": -9.29,
  "e_above_lowest_kj_mol": 299.3,
  "gap_ev": 9.90,
  "elements": ["C", "C", "C", "N", "O", "S", "S", "H", "H", "H", "H", "H", "H", "H"],
  "positions_angstrom": [[-0.49903, -0.94651, 0.23146], [0.97984, -1.12507, 0.06027], [0.18905, 1.28699, -0.08746], [-0.87701, 0.31432, -0.40552], [2.73678, 0.88323, 0.41290], [-2.46048, 0.79185, -0.06124], [1.78343, 0.46091, -0.59489], [-1.18680, -1.64396, -0.32182], [-0.90460, -1.03635, 1.21033], [1.37665, -1.43847, 1.01446], [1.15219, -2.10972, -0.50698], [-0.02170, 2.31528, -0.55961], [0.43256, 1.40479, 1.01408], [-2.70089, 0.84273, -1.40598]],
  "forces_ev_per_a": [[-2.302, -0.547, -2.245], [0.133, -2.422, -0.709], [-0.438, 0.821, 0.076], [2.060, 1.146, 0.943], [1.393, 0.512, 0.937], [-0.342, 0.275, -1.306], [-2.144, -1.162, -0.293], [1.195, -0.151, 0.309], [0.288, 0.300, 1.440], [0.733, 0.816, 0.453], [0.091, 1.881, -0.053], [0.535, -1.721, 0.575], [-0.535, 0.079, -0.889], [-0.666, 0.175, 0.763]]
}


Record 4
{
  "formula": "CHI2P",
  "method": "ωB97M-V/def2-TZVPD",
  "lumo_energy_ev": [-1.709, -1.939],
  "homo_ev": [-8.16, -9.06],
  "e_above_lowest_kj_mol": 384.8,
  "gap_ev": [6.45, 7.12],
  "elements": ["C", "P", "I", "I", "H"],
  "positions_angstrom": [[-2.57072, 0.06605, -0.54287], [-0.41364, 1.01532, 0.44940], [-4.15101, 1.28513, -0.03162], [-2.82584, -1.92454, 0.04383], [0.69219, 0.42284, -0.53139]],
  "forces_ev_per_a": [[2.408, 0.577, 1.548], [-0.775, -1.708, -2.434], [0.030, 0.260, -0.149], [0.217, 0.157, -0.282], [-1.881, 0.714, 1.316]]
}


Record 5
{
  "formula": "C25H32N2O4S2",
  "method": "ωB97M-V/def2-TZVPD",
  "lumo_energy_ev": -0.219,
  "homo_ev": -6.95,
  "gap_ev": 6.73,
  "elements": ["C", "C", "S", "O", "O", "C", "C", "C", "C", "C", "C", "S", "O", "O", "C", "C", "C", "C", "C", "C", "H", "H", "H", "H", "H", "H", "H", "H", "H", "H", "H", "H", "C", "N", "C", "C", "N", "C", "C", "C", "C", "C", "C", "C", "C", "H", "H", "H", "H", "H", "H", "H", "H", "H", "H", "H", "H", "H", "H", "H", "H", "H", "H", "H", "H"],
  "positions_angstrom": [[1.15429, 1.02997, -1.00210], [0.12054, 1.63138, -0.34081], [-1.29842, 2.39370, -1.25331], [-1.19110, 1.92078, -2.62376], [-2.51655, 2.12898, -0.50146], [-1.19543, 4.23559, -1.27267], [-2.01057, 5.00334, -0.42806], [-1.85889, 6.39295, -0.40824], [-0.96667, 7.01487, -1.28687], [-0.27684, 6.25200, -2.23371], [-0.38301, 4.85684, -2.22837], [-0.14730, 1.08463, 1.42281], [1.17626, 1.09729, 2.02876], [-0.91889, -0.14662, 1.42748], [-1.17608, 2.28895, 2.31986], [-2.48793, 1.89743, 2.57036], [-3.33991, 2.78101, 3.22478], [-2.87191, 4.03340, 3.62398], [-1.52723, 4.37099, 3.45590], [-0.64861, 3.47569, 2.84184], [1.30851, 1.22932, -2.07151], [1.90480, 0.48858, -0.41877], [-2.74196, 4.52278, 0.22592], [-2.44764, 6.98553, 0.28934], [-0.82913, 8.09750, -1.25157], [0.35256, 6.73597, -2.97740], [0.16455, 4.24344, -2.94634], [-2.84013, 0.92000, 2.23699], [-4.36489, 2.47509, 3.39657], [-3.55628, 4.75074, 4.07587], [-1.15240, 5.32836, 3.79942], [0.41835, 3.69199, 2.73821], [1.40713, -5.47335, 3.49297], [1.10204, -4.89665, 2.20637], [0.99142, -3.45945, 2.25883], [0.29957, -3.03286, 0.97894], [1.23729, -3.28923, -0.10726], [1.08620, -2.57917, -1.30403], [-0.08428, -1.96205, -1.68897], [-0.45806, -2.17143, -3.12843], [0.62208, -1.63728, -4.06953], [1.92946, -2.36172, -3.81390], [2.24367, -2.56492, -2.30123], [1.49427, -4.73504, -0.22281], [1.92703, -5.35045, 1.10976], [1.32193, -6.56343, 3.46265], [2.41833, -5.22281, 3.86041], [0.68452, -5.09514, 4.22803], [0.38708, -3.19064, 3.13196], [1.96526, -2.95106, 2.34274], [-0.61143, -3.66755, 0.84513], [-0.03874, -1.97913, 1.05986], [-0.85307, -1.54090, -1.00255], [-0.55782, -3.25256, -3.33115], [-1.43801, -1.75928, -3.36578], [0.30831, -1.80987, -5.10436], [0.75774, -0.55340, -3.92664], [1.88462, -3.35812, -4.28240], [2.73991, -1.80849, -4.31865], [2.92635, -1.73788, -2.05703], [2.84165, -3.47746, -2.19309], [0.55208, -5.23802, -0.54260], [2.25291, -4.91843, -0.99954], [2.99602, -5.13613, 1.28774], [1.81244, -6.43856, 1.06139]],
  "forces_ev_per_a": [[-1.261, 1.598, 0.964], [0.052, -0.912, -0.381], [-1.044, 0.220, -0.345], [0.363, 0.497, 0.998], [1.207, -0.140, -0.277], [0.201, -0.251, -0.235], [0.302, -0.284, 0.254], [0.144, -0.215, -0.298], [-0.117, -0.234, -0.073], [-0.071, -0.247, 0.138], [0.056, -0.041, 0.358], [0.242, 0.183, 0.787], [-0.823, 0.003, -0.666], [0.517, 0.971, -0.417], [0.361, -0.342, -0.110], [-0.110, 0.102, -0.204], [0.270, 0.031, -0.054], [0.055, -0.051, -0.052], [0.086, -0.309, -0.082], [-0.136, -0.139, -0.523], [-0.201, -0.345, 0.502], [-0.289, 0.034, -0.296], [0.375, 0.029, -0.152], [0.112, -0.131, -0.163], [-0.090, -0.338, -0.062], [-0.087, -0.084, 0.194], [-0.138, 0.223, 0.198], [0.147, 0.398, 0.010], [0.031, 0.157, 0.042], [0.178, -0.192, -0.033], [-0.053, -0.085, 0.042], [-0.409, -0.007, -0.038], [0.130, -0.109, 0.113], [-0.228, -0.189, 0.331], [-0.547, 0.010, -0.106], [-0.455, 0.427, -0.065], [1.084, 0.750, 0.598], [-1.854, 0.186, -0.830], [0.371, -0.510, 0.979], [0.264, 0.696, -0.808], [-0.436, 0.132, -0.157], [-0.004, -0.542, 0.176], [0.451, -0.431, -0.427], [-0.423, 0.158, -0.355], [0.213, -0.017, 0.135], [0.012, 0.072, -0.058], [-0.002, -0.001, -0.044], [0.159, -0.136, -0.154], [0.028, -0.007, -0.127], [0.008, 0.011, 0.022], [0.349, 0.380, 0.103], [0.586, -0.760, -0.429], [0.568, -1.042, -0.289], [0.000, 0.231, 0.152], [0.048, 0.309, 0.071], [0.137, 0.189, -0.028], [-0.203, -0.244, -0.012], [-0.047, 0.281, 0.047], [-0.083, -0.349, 0.343], [-0.234, -0.157, 0.588], [0.031, 0.234, -0.067], [0.313, 0.190, 0.053], [-0.260, -0.020, 0.410], [0.015, 0.092, 0.002], [0.139, 0.064, -0.188]]
}


Record 6
{
  "formula": "C8H12F6KO4",
  "method": "ωB97M-V/def2-TZVPD",
  "s_squared": 0.754,
  "spin_multiplicity": 2,
  "lumo_energy_ev": [-0.528, -3.733],
  "homo_ev": [-7.26, -7.25],
  "gap_ev": [6.73, 3.52],
  "elements": ["K", "C", "O", "O", "C", "F", "F", "F", "C", "C", "H", "H", "H", "H", "H", "H", "C", "O", "O", "C", "F", "F", "F", "C", "C", "H", "H", "H", "H", "H", "H"],
  "positions_angstrom": [[0.90474, 0.43609, 1.15033], [-0.08051, -2.61255, 2.78535], [-0.56121, -1.27495, 2.81241], [0.78505, -2.56387, 1.67051], [0.43446, -2.92046, 4.20525], [1.58909, -2.31927, 4.56085], [-0.50694, -2.79542, 5.17517], [0.80308, -4.17630, 4.32456], [-1.89479, -1.01501, 3.49645], [-2.70988, 0.23635, 2.87429], [-2.12467, 1.15520, 2.83751], [-2.72967, -0.01916, 1.81484], [-3.72291, 0.36694, 3.25484], [-1.82272, -0.88107, 4.57578], [-2.65627, -1.78473, 3.37083], [-0.97609, -3.20303, 2.59205], [0.22881, 1.92454, -2.19245], [1.17511, 0.93243, -2.53676], [0.69195, 2.50486, -0.99757], [-0.35714, 2.87349, -3.40171], [0.55688, 3.61917, -4.04077], [-0.99411, 2.09988, -4.30421], [-1.43154, 3.65495, -2.98607], [2.27334, 1.13261, -3.44138], [2.08769, 0.31482, -4.67904], [1.96929, -0.68492, -4.26119], [1.18136, 0.60734, -5.20924], [3.00458, 0.19059, -5.25522], [3.00233, 0.63453, -2.80218], [2.51112, 2.18524, -3.59477], [-0.63039, 1.38168, -1.79852]],
  "forces_ev_per_a": [[-0.067, -1.081, 0.303], [1.517, 1.196, -3.759], [-3.664, 2.862, 1.865], [-1.045, -0.624, 3.124], [1.395, -1.079, -0.121], [-0.642, 1.763, 0.084], [0.036, 1.053, -0.133], [-0.169, -2.449, -0.614], [-0.473, 1.412, -0.647], [2.420, -1.440, -0.830], [-0.132, 0.271, 0.752], [-0.632, -0.101, -0.221], [0.306, -0.073, 0.185], [0.601, 0.028, -0.093], [0.699, -0.824, -0.285], [-0.064, -0.851, 0.310], [1.948, 0.085, 0.313], [-2.326, 0.770, -0.458], [-1.141, 0.556, -1.463], [-1.751, -0.056, 0.394], [-0.623, -0.431, 0.813], [1.250, -0.498, 0.114], [2.228, -0.301, 0.466], [0.681, -0.088, 0.956], [-0.153, -0.872, 0.641], [-0.545, -0.256, -0.331], [0.353, -0.074, -0.403], [-0.184, 0.694, -0.345], [0.920, 0.497, -0.559], [-0.060, -0.012, 0.091], [-0.682, -0.078, -0.148]]
}


Number 1: largest force on an atom 2.8 eV/Å, E -11551.3128 eV. Number 2: largest force on an atom 3.6 eV/Å, E -17535.4577 eV. Number 3: largest force on an atom 3.3 eV/Å, E -28430.1399 eV. Number 4: largest force on an atom 3.1 eV/Å, E -26537.6468 eV. Number 5: largest force on an atom 2.3 eV/Å, E -59280.5747 eV. Number 6: largest force on an atom 5.0 eV/Å, E -49306.2376 eV.